{
  "formula": "C21H18N5S2Sr",
  "method": "wB97M-V/def2-TZVPD",
  "elements": ["Sr", "S", "S", "N", "N", "N", "N", "N", "C", "C", "C", "C", "C", "C", "C", "C", "C", "C", "C", "C", "C", "C", "C", "C", "C", "C", "C", "C", "C", "H", "H", "H", "H", "H", "H", "H", "H", "H", "H", "H", "H", "H", "H", "H", "H", "H", "H"],
  "xyz": [[0.083877, 0.703419, 0.851168], [1.456477, -0.185981, 3.229868], [-4.390623, -1.231481, 0.574268], [2.786477, 0.398019, 0.571968], [3.834577, 0.565619, 3.958268], [3.527477, 0.480019, 1.683668], [-1.859623, -0.768481, 0.510968], [1.070777, 0.404919, -1.529132], [-0.920323, -3.038781, 0.519668], [0.241977, 0.443819, -2.561832], [-2.531023, -4.832381, 0.635468], [2.902977, 0.452719, -3.057132], [-3.591623, -3.947981, 0.622568], [-3.151923, 1.283819, 0.551268], [-1.211823, -4.384481, 0.576468], [-3.011423, -0.156881, 0.540668], [-3.305023, -2.593081, 0.570568], [3.304177, 0.392619, -0.602732], [-4.571023, 3.232019, 0.609968], [2.390777, 0.402219, -1.754732], [2.032977, 0.513419, -4.129632], [0.669277, 0.502219, -3.882632], [3.000977, 0.323819, 2.930968], [-1.975523, -2.127481, 0.529368], [-1.986223, 2.077419, 0.538868], [4.778477, 0.409819, -0.892932], [-3.440223, 4.032219, 0.568168], [-4.427223, 1.861719, 0.581368], [-2.176923, 3.454819, 0.525868], [-2.725823, -5.891481, 0.696968], [-0.040323, 0.545619, -4.691832], [-5.554723, 3.673919, 0.660868], [3.964277, 0.456719, -3.239432], [4.526377, 0.678419, 1.613868], [-5.298023, 1.222219, 0.587768], [2.417877, 0.573119, -5.137032], [5.035677, -0.423081, -1.543632], [-3.533923, 5.107919, 0.576668], [-1.307923, 4.101319, 0.481668], [5.394477, 0.316219, -0.002832], [-0.411723, -5.108581, 0.577368], [3.484477, 0.427019, 4.892168], [-0.815623, 0.434919, -2.315032], [-4.611223, -4.296181, 0.657868], [4.793477, 0.848919, 3.837868], [0.098777, -2.670181, 0.471468], [5.053177, 1.335519, -1.395432]],
  "forces_ev_per_angstrom": [[0.3, 0.0, -0.1], [-0.5, -0.3, 0.5], [0.4, -0.1, 0.0], [-0.9, 0.0, -0.8], [0.0, 0.0, -0.5], [1.6, 0.2, 0.5], [0.2, 0.3, 0.0], [0.3, 0.0, 0.1], [-0.1, 0.2, 0.0], [-0.3, 0.0, -0.2], [-0.1, -0.1, 0.0], [0.0, 0.0, 0.5], [0.0, 0.0, 0.0], [-0.2, 1.1, 0.0], [0.1, 0.0, 0.0], [-0.4, -0.4, 0.0], [0.3, 0.3, 0.0], [0.7, 0.0, 0.8], [-0.1, 0.0, 0.0], [-0.1, 0.0, -1.1], [-0.4, 0.0, 0.1], [0.3, 0.0, 0.0], [0.3, 0.0, 0.2], [-0.7, -1.0, 0.0], [0.2, -0.2, -0.2], [-0.1, 0.0, 0.2], [0.2, 0.1, 0.0], [0.1, -0.4, 0.0], [-0.4, 0.0, 0.0], [0.0, -0.1, 0.0], [-0.1, 0.0, 0.0], [-0.1, 0.0, 0.0], [0.1, 0.0, 0.0], [-0.4, -0.1, 0.0], [-0.3, 0.0, 0.0], [0.0, 0.0, -0.1], [0.0, 0.0, 0.0], [-0.1, 0.1, 0.0], [0.0, 0.2, 0.0], [0.0, 0.0, 0.0], [0.1, -0.1, 0.0], [0.0, 0.0, -0.1], [0.0, 0.0, -0.1], [-0.1, -0.1, 0.0], [0.0, 0.0, 0.0], [0.0, -0.1, 0.0], [0.0, 0.0, 0.0]],
  "lowdin_charge": [1.30, 0.63, 1.15, 0.00, 0.11, -0.02, -0.08, 0.00, -0.02, -0.10, -0.08, 0.00, -0.08, -0.31, -0.08, -0.53, -0.45, -0.24, -0.08, -0.23, -0.02, -0.02, -0.86, -0.32, -0.24, 0.00, -0.09, -0.07, -0.17, 0.11, 0.12, 0.11, 0.11, 0.15, 0.08, 0.12, 0.10, 0.10, 0.07, 0.07, 0.11, 0.11, 0.12, 0.11, 0.12, 0.10, 0.11],
  "homo_lumo_gap_ev": 6.35,
  "charge": 1,
  "relative_energy_ev": 0.3650,
  "energy_ha": -1911.7803
}